Entry from the Open Molecules 2025 dataset: a structure of composition C34H59N4O11SSiTi in a non-equilibrium geometry (the ωB97M-V functional and the def2-TZVPD basis).

Output
Spin multiplicity: 3
Kohn-Sham gap (spin up / spin down) in eV: 3.90 / 7.19
Lowest unoccupied orbital energy (spin up / spin down) in eV: 2.37 / 2.37
Net charge: -1
ΔE to the lowest compared entry with this formula, charge and spin in kcal/mol: 3.1
HOMO (spin up / spin down) in eV: -1.53 / -4.82

Each line ends with the Mulliken spin population.
Element x y z (Å)
1 Ti 0.1250 -0.7299 -1.2307  1.027
2 O -2.1423 -3.6103 1.7588  0.000
3 C -1.2804 -2.6707 1.2292  -0.016
4 O -0.1598 -2.9693 0.8180  0.001
5 C -1.9151 -1.3335 0.9981  0.044
6 O -1.8323 -1.0404 -0.4068  0.035
7 C -2.3830 -2.1086 -1.1884  0.006
8 C -1.2472 -3.0273 -1.7331  0.004
9 O -1.4564 -4.2242 -1.8516  -0.002
10 O -0.1895 -2.3956 -2.0260  0.000
11 H -1.7606 -4.4869 1.6120  0.000
12 H -1.3523 -0.5203 1.4667  -0.017
13 H -2.9659 -1.3431 1.3222  0.005
14 H -2.8526 -1.6455 -2.0582  -0.011
15 H -3.1301 -2.6775 -0.6208  -0.002
16 C -7.8751 0.7252 -2.7188  0.000
17 C -6.4670 0.4541 -3.1603  0.002
18 C -5.6397 1.4920 -3.5934  -0.001
19 C -4.3374 1.2511 -3.9753  0.005
20 C -3.8089 -0.0373 -3.9130  0.000
21 C -4.6410 -1.0894 -3.5306  0.002
22 C -5.9477 -0.8481 -3.1667  -0.001
23 S -2.0669 -0.3294 -4.2127  0.017
24 O -1.6483 0.5231 -5.3158  0.000
25 O -1.8956 -1.7483 -4.4294  -0.001
26 N -1.2837 0.0275 -2.8399  0.013
27 C -0.8774 1.2770 -2.5333  0.209
28 C -1.1719 2.4691 -3.1904  -0.131
29 C -0.5911 3.6573 -2.7462  0.334
30 C 0.2965 3.6010 -1.6723  -0.171
31 C 0.5553 2.3865 -1.0705  0.316
32 N -0.0287 1.2264 -1.4555  0.103
33 H -8.2331 1.6605 -3.1427  0.000
34 H -7.9369 0.8066 -1.6314  0.000
35 H -8.5377 -0.0810 -3.0302  0.000
36 H -6.0274 2.5023 -3.6221  0.000
37 H -3.7241 2.0547 -4.3491  0.001
38 H -4.2442 -2.0919 -3.5523  0.000
39 H -6.5874 -1.6717 -2.8763  0.000
40 H -1.7954 2.4473 -4.0664  -0.027
41 H -0.8238 4.5944 -3.2331  0.047
42 H 0.7858 4.4959 -1.3116  -0.002
43 H 1.2361 2.3126 -0.2396  0.009
44 C 1.8162 -4.3405 -1.2243  0.004
45 N 2.3042 -3.0401 -0.8039  0.004
46 C 2.8430 -3.1386 0.5341  0.004
47 C 3.2848 -2.5166 -1.7293  -0.008
48 C 2.6305 -1.8416 -2.9306  0.037
49 N 1.9415 -0.5789 -2.6378  0.008
50 C 1.4763 -0.0793 -3.9346  0.024
51 C 2.8836 0.3859 -2.0637  0.044
52 H 2.6267 -5.0969 -1.2144  0.001
53 H 1.3865 -4.2861 -2.2205  0.000
54 H 1.0244 -4.6517 -0.5497  -0.001
55 H 3.7297 -3.8027 0.5849  0.001
56 H 2.0672 -3.5460 1.1741  0.000
57 H 3.1045 -2.1453 0.8953  -0.003
58 H 3.9513 -3.3220 -2.1098  0.001
59 H 3.9148 -1.7991 -1.1998  -0.003
60 H 1.8879 -2.5175 -3.3610  -0.004
61 H 3.4227 -1.6483 -3.6827  0.002
62 H 2.3133 -0.0328 -4.6512  0.004
63 H 1.0582 0.9223 -3.8445  -0.001
64 H 0.6971 -0.7307 -4.3338  -0.010
65 H 3.8569 0.3336 -2.5778  0.005
66 H 2.9968 0.1907 -0.9966  0.008
67 H 2.4892 1.3952 -2.1743  -0.013
68 C -2.4967 1.9840 2.3286  -0.005
69 C -0.9896 2.2755 2.4164  -0.017
70 C -0.6742 3.5453 1.6210  0.003
71 C -0.5638 2.4819 3.8725  0.000
72 O -0.3424 1.1658 1.8464  0.107
73 Si 1.1794 0.5297 1.7471  -0.125
74 O 1.1275 -0.4027 0.4817  0.115
75 O 2.2464 1.7902 1.5603  0.029
76 C 3.5470 2.0140 2.0443  -0.014
77 C 3.4769 2.6097 3.4575  0.001
78 C 4.2070 3.0230 1.0935  0.002
79 C 4.3677 0.7218 2.0676  0.005
80 O 1.6810 -0.0165 3.2226  -0.007
81 C 1.3353 -0.9643 4.1990  -0.001
82 C 2.2530 -2.1840 4.0536  0.001
83 C -0.1209 -1.4065 4.0821  0.004
84 C 1.5839 -0.3051 5.5680  0.001
85 H -3.0732 2.8438 2.6637  -0.001
86 H -2.7570 1.1226 2.9400  0.001
87 H -2.7530 1.7625 1.2951  -0.001
88 H -1.1349 4.4124 2.0903  -0.003
89 H -1.0457 3.4449 0.6059  0.014
90 H 0.4021 3.6816 1.5771  -0.009
91 H -1.0596 3.3540 4.2942  -0.001
92 H 0.5122 2.6232 3.9059  0.000
93 H -0.8204 1.6093 4.4688  0.000
94 H 2.9777 3.5765 3.4288  0.000
95 H 4.4772 2.7398 3.8662  0.000
96 H 2.9103 1.9374 4.0928  0.000
97 H 3.6028 3.9249 1.0355  0.000
98 H 4.2830 2.5932 0.0979  -0.001
99 H 5.2018 3.2826 1.4487  0.000
100 H 3.8727 0.0028 2.7107  -0.001
101 H 5.3746 0.9158 2.4328  0.000
102 H 4.4173 0.3075 1.0631  -0.002
103 H 2.1460 -2.5804 3.0504  -0.001
104 H 1.9913 -2.9532 4.7776  0.000
105 H 3.2902 -1.8930 4.2062  0.000
106 H -0.2538 -1.9685 3.1633  -0.001
107 H -0.7718 -0.5385 4.0401  -0.001
108 H -0.4001 -2.0284 4.9301  0.000
109 H 2.6237 0.0066 5.6423  0.000
110 H 1.3720 -1.0070 6.3720  0.000
111 H 0.9523 0.5717 5.6849  0.000

Entry from the Open Molecules 2025 dataset: a structure of composition C4H3O2Pb in a non-equilibrium geometry (the ωB97M-V functional and the def2-TZVPD basis).

Output
Kohn-Sham gap in eV: 6.97
Lowest unoccupied orbital energy in eV: -16.30
Net charge: +3
ΔE to the lowest compared entry with this formula, charge and spin in kcal/mol: 58.2
HOMO in eV: -23.27

Each line ends with the natural charge from an NBO analysis.
Element x y z (Å)
1 H 0.8807 0.6719 0.2164  0.201
2 O 1.8217 2.1636 -1.2960  -0.501
3 C 0.9052 1.3846 -1.0114  0.575
4 C -0.1548 0.8157 -1.7704  -0.143
5 C -0.8592 -0.1820 -1.1387  0.122
6 C -0.8759 -0.8108 -0.0314  0.658
7 O -0.2116 -0.7507 1.0127  -0.766
8 Pb -0.2821 -1.6826 3.0174  1.934
9 H 2.4004 1.9159 -2.0493  0.606
10 H -0.0114 0.7876 -2.8588  0.313

Entry from the Open Molecules 2025 dataset: a cluster of 12 separate species, C28H80O12 in total in a non-equilibrium geometry (the ωB97M-V functional and the def2-TZVPD basis).

Output
Spin multiplicity: 2
Kohn-Sham gap (spin up / spin down) in eV: 9.01 / 2.49
Lowest unoccupied orbital energy (spin up / spin down) in eV: -2.39 / -8.91
Net charge: +1
ΔE to the lowest compared entry with this formula, charge and spin in kcal/mol: 45.0
HOMO (spin up / spin down) in eV: -11.40 / -11.40

Each line ends with the Mulliken spin population.
Element x y z (Å)
1 C 16.0826 24.2590 -8.6733  0.000
2 C 17.6270 24.3186 -8.9134  0.000
3 O 17.9241 25.0730 -10.0726  0.000
4 H 15.6389 25.2520 -8.6021  0.000
5 H 15.8334 23.7419 -7.7467  0.000
6 H 15.5973 23.6620 -9.4454  0.000
7 H 18.0928 23.3369 -8.9989  0.000
8 H 18.2155 24.7282 -8.0925  0.000
9 H 17.5659 25.9286 -9.8251  0.000
10 C 21.3046 25.2987 -8.4451  0.000
11 C 21.3037 24.3318 -7.2977  0.000
12 O 22.5824 23.7816 -7.3551  0.000
13 H 21.5309 24.8638 -9.4186  0.000
14 H 21.9671 26.1539 -8.3113  0.000
15 H 20.3315 25.7732 -8.5719  0.000
16 H 20.8669 23.3656 -7.5501  0.000
17 H 20.9955 24.7519 -6.3403  0.000
18 H 22.7358 23.3700 -6.5015  0.000
19 C 22.1015 18.3787 -13.4774  0.001
20 C 23.5586 18.3759 -13.5744  0.000
21 O 23.9864 18.7885 -14.8684  0.000
22 H 21.9206 18.1824 -12.4206  0.000
23 H 21.6335 17.4936 -13.9085  0.000
24 H 21.5964 19.3041 -13.7541  0.000
25 H 23.8918 17.3490 -13.4240  0.000
26 H 24.0962 18.9861 -12.8486  0.000
27 H 23.4833 18.2831 -15.5111  0.000
28 C 16.6060 20.3554 -12.5898  0.000
29 C 16.2017 21.1505 -11.3571  0.000
30 O 15.9225 20.2760 -10.3209  0.000
31 H 17.6585 20.0854 -12.5041  0.000
32 H 16.5723 20.9632 -13.4940  0.000
33 H 16.0307 19.4382 -12.7153  0.000
34 H 15.2251 21.6218 -11.4672  0.000
35 H 16.9322 21.9044 -11.0636  0.000
36 H 15.0633 19.9443 -10.5918  0.000
37 C 19.9324 18.0861 -10.4225  0.000
38 C 20.5925 19.1112 -9.6405  0.000
39 O 21.9705 19.0962 -9.9974  0.000
40 H 19.8038 18.4584 -11.4388  0.000
41 H 18.9021 18.0074 -10.0754  0.000
42 H 20.4628 17.1421 -10.2982  0.000
43 H 20.4640 19.0306 -8.5611  0.000
44 H 20.3219 20.0866 -10.0448  0.000
45 H 22.2551 20.0130 -9.9823  0.000
46 C 16.6949 25.9271 -13.6138  0.000
47 C 15.8645 24.7792 -13.0978  0.000
48 O 16.3836 23.6552 -13.7943  0.000
49 H 16.3558 26.8550 -13.1533  0.000
50 H 16.6247 26.0449 -14.6952  0.000
51 H 17.7360 25.7975 -13.3182  0.000
52 H 14.7905 24.8374 -13.2748  0.000
53 H 15.9782 24.7100 -12.0160  0.000
54 H 17.2606 23.5811 -13.4108  0.000
55 C 20.5141 21.9689 -13.0292  -0.001
56 C 20.0440 22.8264 -11.9032  0.001
57 O 18.7383 23.3980 -12.2509  0.000
58 H 21.4253 21.4614 -12.7124  -0.001
59 H 20.6958 22.4813 -13.9739  0.000
60 H 19.7339 21.2426 -13.2572  0.000
61 H 20.7948 23.5994 -11.7394  0.000
62 H 20.0298 22.2136 -11.0019  0.000
63 H 18.5827 24.0085 -11.5265  0.000
64 C 21.0676 26.2871 -13.0769  0.000
65 C 22.5799 25.9788 -13.4052  0.001
66 O 23.2582 27.1804 -13.4096  0.000
67 H 20.5282 25.3516 -13.2246  0.000
68 H 20.6098 27.0690 -13.6828  0.000
69 H 21.0115 26.6604 -12.0543  0.000
70 H 22.5709 25.5196 -14.3937  0.000
71 H 23.1572 25.2886 -12.7901  0.000
72 H 23.8695 27.1575 -14.1494  0.000
73 C 23.4602 21.2382 -17.2304  0.105
74 C 24.4505 21.9243 -16.2922  0.046
75 C 23.8714 22.4942 -15.0194  0.078
76 O 25.3951 20.9896 -15.8523  0.747
77 H 22.7656 21.9263 -17.7120  0.011
78 H 22.8773 20.4945 -16.6870  -0.003
79 H 23.9951 20.8117 -18.0790  -0.001
80 H 24.9216 22.6841 -16.9158  -0.006
81 H 24.5363 22.9571 -14.2902  -0.010
82 H 23.3201 21.7452 -14.4510  0.014
83 H 23.1813 23.2922 -15.2934  0.022
84 H 24.9107 20.3384 -15.3396  -0.008
85 C 24.6443 21.2008 -9.1470  0.000
86 C 23.8287 22.1422 -10.0151  0.001
87 C 24.0950 21.8652 -11.4767  -0.005
88 O 22.3922 22.0157 -9.8628  0.000
89 H 25.7108 21.3930 -9.2638  0.000
90 H 24.5066 20.1294 -9.2931  0.000
91 H 24.4119 21.3942 -8.0998  0.000
92 H 24.0991 23.1829 -9.8359  0.000
93 H 23.6587 22.6490 -12.0959  0.003
94 H 23.5437 20.9753 -11.7804  0.000
95 H 25.1447 21.7033 -11.7219  0.000
96 H 22.2964 22.7439 -9.2446  0.000
97 C 19.1758 24.8948 -16.2886  0.001
98 C 20.0178 23.6990 -16.7545  -0.001
99 C 19.2206 22.4898 -16.7499  0.001
100 O 20.5832 23.9660 -18.0098  0.003
101 H 18.4246 25.1460 -17.0373  0.000
102 H 19.7050 25.8276 -16.0942  0.000
103 H 18.5528 24.7393 -15.4078  0.000
104 H 20.7546 23.5926 -15.9583  0.002
105 H 18.7445 22.3695 -15.7769  0.000
106 H 19.8358 21.5959 -16.8527  0.001
107 H 18.4167 22.5811 -17.4803  0.000
108 H 21.0530 24.8014 -18.0641  0.000
109 C 18.6939 18.8683 -15.6951  0.000
110 C 18.3064 18.9671 -17.1456  0.000
111 C 19.3770 18.6425 -18.1719  0.000
112 O 17.2950 17.9617 -17.3949  0.000
113 H 19.1690 17.9347 -15.3939  0.000
114 H 17.9719 19.1445 -14.9266  0.000
115 H 19.4592 19.6109 -15.4693  0.000
116 H 17.8291 19.9308 -17.3227  0.000
117 H 20.1128 19.4465 -18.1873  0.000
118 H 18.9031 18.5010 -19.1433  0.000
119 H 19.8194 17.6942 -17.8668  0.000
120 H 17.6592 17.0749 -17.3448  0.000

Question: Which of these has the lowest net charge?
Answer: C34H59N4O11SSiTi